w | DFT (ωB97M-V/def2-TZVPD) results for a single C4H4O2 molecule.

Summary:
SMILES: O=C1C[C@H]2O[C@@H]12
HOMO, eV: -9.814
Lowest unoccupied orbital energy, eV: 0.400

Each line ends with the natural charge from an NBO analysis.
Geometry (Å):
O 2.161 -0.858 -0.352  -0.500
C 1.031 -0.445 -0.275  0.561
C 0.408 0.926 -0.098  -0.542
C -0.846 0.243 0.480  0.105
O -1.606 -0.188 -0.553  -0.452
C -0.322 -1.071 -0.009  -0.095
H 0.233 1.359 -1.090  0.251
H 0.867 1.588 0.619  0.233
H -1.251 0.512 1.452  0.201
H -0.674 -2.066 -0.174  0.238


x | DFT (ωB97M-V/def2-TZVPD) results for a molecular structure, C4H4O2.

Summary:
HOMO, eV: -9.296
Lowest unoccupied orbital energy, eV: 0.248

Each line ends with the natural charge from an NBO analysis.
Geometry (Å):
O 2.346 0.560 0.935  -0.538
C 1.226 0.556 0.518  0.782
O 0.342 1.561 0.464  -0.465
C 0.415 -0.855 -0.680  -0.173
C -0.888 -0.156 -0.750  -0.533
C -0.427 0.298 0.591  0.023
H 0.414 -1.870 -0.260  0.177
H -0.668 0.552 -1.582  0.245
H -1.779 -0.792 -0.753  0.235
H -0.982 0.147 1.517  0.246


Which is most stable, and by how much? w, by 192.8 kJ/mol.


w | DFT (ωB97M-V/def2-TZVPD) results for a molecular structure, C4H4O2.

Summary:
HOMO, eV: -8.820
Lowest unoccupied orbital energy, eV: -0.234

Each line ends with the natural charge from an NBO analysis.
Geometry (Å):
O -0.070 1.959 0.864  -0.448
C -0.305 0.893 0.380  0.576
C -1.286 -0.120 0.023  -0.534
C 0.193 -0.552 0.189  -0.051
O 0.817 -0.930 -1.018  -0.527
C 1.524 0.244 -1.068  0.168
H -1.609 -0.166 -1.015  0.273
H -2.019 -0.440 0.762  0.253
H 0.526 -1.095 1.073  0.227
H 2.230 0.208 -0.191  0.065


x | DFT (ωB97M-V/def2-TZVPD) results for a single C4H4O2 molecule.

Summary:
SMILES: C[C@]12O[C@H]1C2=O
HOMO, eV: -9.128
Lowest unoccupied orbital energy, eV: 0.887

Each line ends with the natural charge from an NBO analysis.
Geometry (Å):
C -1.540 -0.231 -0.100  0.542
C -0.959 0.720 0.741  -0.090
C -0.097 0.344 -0.516  0.206
C 1.249 -0.370 -0.404  -0.672
O -2.324 -1.093 -0.218  -0.491
O -0.384 1.656 -0.206  -0.432
H -0.549 0.653 1.768  0.223
H 1.791 -0.690 -1.293  0.243
H 1.146 -1.398 0.013  0.237
H 1.668 0.409 0.214  0.233


y | DFT (ωB97M-V/def2-TZVPD) results for a single C4H4O2 molecule.

Summary:
SMILES: C#CCOC=O
HOMO, eV: -10.502
Lowest unoccupied orbital energy, eV: 0.884

Each line ends with the natural charge from an NBO analysis.
Geometry (Å):
O -2.461 0.844 0.255  -0.579
C -2.059 -0.260 0.001  0.647
O -0.774 -0.617 -0.093  -0.489
C 0.170 0.445 0.119  -0.159
C 1.515 -0.122 0.093  -0.047
C 2.638 -0.494 -0.119  -0.193
H -2.690 -1.140 -0.191  0.129
H 0.112 1.156 -0.712  0.222
H -0.076 0.982 1.040  0.229
H 3.626 -0.794 -0.392  0.239


Which is most stable, and by how much? y, by 217.0 kJ/mol.


w | DFT (ωB97M-V/def2-TZVPD) results for a single C4H4O2 molecule.

Summary:
HOMO (alpha / beta), eV: -7.953 / -7.952
Lowest unoccupied orbital energy (alpha / beta), eV: -0.242 / -0.243

Each line ends with the natural charge from an NBO analysis.
Geometry (Å):
O -2.149 -0.171 -0.683  -0.638
C -1.157 0.051 0.193  0.147
C -0.141 -0.903 0.412  0.208
O -0.119 -2.101 0.088  -0.664
C 0.996 -0.066 0.457  0.161
C 1.881 0.788 0.064  -0.498
H -1.935 -0.980 -1.180  0.505
H -1.266 0.978 0.744  0.192
H 0.978 1.295 -0.368  0.315
H 2.913 1.108 0.272  0.271


x | DFT (ωB97M-V/def2-TZVPD) results for a single C4H4O2 molecule.

Summary:
SMILES: C=CC(=O)C=O
HOMO, eV: -9.461
Lowest unoccupied orbital energy, eV: -0.471

Each line ends with the natural charge from an NBO analysis.
Geometry (Å):
C 1.069 0.967 -0.166  -0.278
C -1.482 0.026 0.410  0.345
C 1.008 -0.392 -0.251  -0.311
C -0.272 -1.028 -0.058  0.456
O -1.453 0.710 1.406  -0.503
O -0.674 -2.075 -0.516  -0.502
H -2.431 -0.296 -0.057  0.131
H 0.505 1.585 0.521  0.231
H 1.947 1.483 -0.550  0.202
H 1.781 -0.979 -0.739  0.228


y | DFT (ωB97M-V/def2-TZVPD) results for a single C4H4O2 molecule.

Summary:
SMILES: COC#CC=O
HOMO, eV: -9.879
Lowest unoccupied orbital energy, eV: 0.668

Each line ends with the natural charge from an NBO analysis.
Geometry (Å):
C 0.066 -0.631 -1.795  -0.246
O -0.551 -1.401 -0.731  -0.468
C -0.381 -0.796 0.398  0.405
O 0.742 2.006 1.687  -0.509
C -0.139 -0.103 1.359  -0.279
C 0.069 1.098 2.128  0.365
H -0.127 -1.172 -2.718  0.203
H -0.380 0.367 -1.827  0.197
H 1.139 -0.545 -1.603  0.198
H -0.439 1.179 3.103  0.134


Which is most stable, and by how much? x, by 102.7 kJ/mol.


w | DFT (ωB97M-V/def2-TZVPD) results for a single C4H4O2 molecule.

Summary:
SMILES: C#CC(=O)CO
HOMO, eV: -10.687
Lowest unoccupied orbital energy, eV: -0.072

Each line ends with the natural charge from an NBO analysis.
Geometry (Å):
O -2.220 -0.443 -0.533  -0.702
C -1.100 0.343 -0.276  -0.147
C 0.166 -0.485 -0.397  0.492
O 0.126 -1.581 -0.921  -0.510
C 1.396 0.063 0.145  -0.143
C 2.400 0.481 0.664  -0.113
H -1.875 -1.277 -0.894  0.489
H -1.154 0.786 0.726  0.198
H -1.010 1.178 -0.991  0.195
H 3.298 0.831 1.125  0.242


x | DFT (ωB97M-V/def2-TZVPD) results for a single C4H4O2 molecule.

Summary:
SMILES: O=CC#CCO
HOMO, eV: -10.313
Lowest unoccupied orbital energy, eV: -0.100

Each line ends with the natural charge from an NBO analysis.
Geometry (Å):
O 1.098 2.227 0.420  -0.689
C 0.512 1.365 -0.523  -0.143
C -0.324 0.304 0.054  0.076
C -0.686 -0.804 0.376  -0.160
C -0.473 -2.242 0.487  0.365
O 0.450 -2.732 -0.125  -0.477
H 1.375 1.702 1.184  0.474
H 1.258 0.787 -1.092  0.199
H -0.034 1.987 -1.235  0.214
H -1.127 -2.847 1.134  0.141


y | DFT (ωB97M-V/def2-TZVPD) results for a single C4H4O2 molecule.

Summary:
SMILES: O[C@]12O[C@@]13C[C@@H]23
HOMO, eV: -9.305
Lowest unoccupied orbital energy, eV: 0.719

Each line ends with the natural charge from an NBO analysis.
Geometry (Å):
O 1.714 -0.515 1.268  -0.641
C 0.945 -0.187 0.235  0.667
O 1.010 1.045 -0.208  -0.515
C -0.521 0.930 0.236  0.061
C -1.022 0.183 -0.947  -0.494
C -0.308 -0.720 0.003  -0.304
H 1.581 0.382 1.658  0.506
H -2.087 -0.003 -0.943  0.233
H -0.560 0.380 -1.909  0.233
H -0.751 -1.496 0.608  0.252


z | DFT (ωB97M-V/def2-TZVPD) results for a single C4H4O2 molecule.

Summary:
SMILES: O=C/C=C\C=O
HOMO, eV: -9.578
Lowest unoccupied orbital energy, eV: -0.280

Each line ends with the natural charge from an NBO analysis.
Geometry (Å):
O -1.512 -1.720 0.330  -0.484
C -0.454 -1.212 0.052  0.373
C 0.089 -0.387 -1.066  -0.302
C 0.666 0.646 -0.453  -0.201
O -0.842 1.647 0.546  -0.473
C 0.018 0.858 0.874  0.329
H -0.007 -0.639 -2.108  0.237
H 0.472 -1.359 0.640  0.103
H 1.270 1.504 -0.745  0.241
H 0.301 0.662 1.930  0.178


Which is most stable, and by how much? w, by 65.3 kJ/mol.


w | DFT (ωB97M-V/def2-TZVPD) results for a single C4H4O2 molecule.

Summary:
SMILES: O=C1C=CCO1
HOMO, eV: -10.375
Lowest unoccupied orbital energy, eV: 0.610

Each line ends with the natural charge from an NBO analysis.
Geometry (Å):
C -1.346 -0.120 -0.067  0.737
C 0.774 -0.875 -0.040  -0.114
C 0.761 0.595 -0.059  -0.140
C -0.481 1.096 -0.100  -0.329
H 1.108 -1.221 1.022  0.204
H 1.386 -1.325 -0.811  0.212
H 1.700 1.183 0.035  0.222
H -0.808 2.103 0.115  0.246
O -2.547 -0.223 -0.017  -0.562
O -0.549 -1.214 -0.079  -0.476


x | DFT (ωB97M-V/def2-TZVPD) results for a molecular structure, C4H4O2.

Summary:
HOMO, eV: -9.601
Lowest unoccupied orbital energy, eV: 0.669

Each line ends with the natural charge from an NBO analysis.
Geometry (Å):
C -1.673 0.170 0.055  -0.245
O -0.606 0.623 -0.821  -0.456
C 0.563 0.822 -0.386  0.501
O 1.050 -1.112 0.783  -0.597
C 1.799 0.923 -0.183  -0.347
C 1.910 -0.525 0.137  0.369
H -2.570 0.304 -0.550  0.204
H -1.510 -0.883 0.292  0.221
H -1.715 0.766 0.968  0.203
H 2.752 -1.089 -0.296  0.148


y | DFT (ωB97M-V/def2-TZVPD) results for a single C4H4O2 molecule.

Summary:
SMILES: C#C[C@@H](O)C=O
HOMO, eV: -10.099
Lowest unoccupied orbital energy, eV: 0.160

Each line ends with the natural charge from an NBO analysis.
Geometry (Å):
C -0.272 0.306 0.571  -0.090
C -1.148 -0.758 0.050  0.403
C 1.080 -0.148 0.188  -0.042
C 2.129 -0.412 -0.518  -0.215
H -1.239 1.710 -0.611  0.499
H -0.268 0.161 1.573  0.228
H -1.046 -1.779 0.337  0.171
H 3.188 -0.449 -0.837  0.256
O -0.228 1.680 -0.200  -0.677
O -2.197 -0.312 -0.551  -0.532


z | DFT (ωB97M-V/def2-TZVPD) results for a single C4H4O2 molecule.

Summary:
HOMO, eV: -9.348
Lowest unoccupied orbital energy, eV: -0.220

Each line ends with the natural charge from an NBO analysis.
Geometry (Å):
O -1.974 -0.765 -0.119  -0.697
C -1.373 0.455 -0.419  -0.268
C 0.033 0.519 -0.843  0.336
O 0.582 -0.734 -0.621  -0.529
C 1.623 -0.368 0.110  0.279
C 2.441 -0.061 0.928  -0.311
H -1.262 -1.402 0.041  0.478
H -1.321 1.137 0.466  0.236
H -1.943 1.012 -1.168  0.231
H 3.195 0.206 1.625  0.246


Which is most stable, and by how much? w, by 381.7 kJ/mol.


w | DFT (ωB97M-V/def2-TZVPD) results for a molecular structure, C4H4O2.

Summary:
HOMO, eV: -8.585
Lowest unoccupied orbital energy, eV: 0.270

Each line ends with the natural charge from an NBO analysis.
Geometry (Å):
O 1.978 1.454 0.101  -0.466
C 1.004 1.073 -0.446  0.663
O -0.038 0.454 0.279  -0.474
C 0.115 -0.953 1.535  -0.350
C -0.937 -0.178 -0.468  0.289
C -1.681 -0.585 -1.315  -0.303
H 0.733 1.118 -1.511  0.155
H 1.210 -1.023 1.397  0.114
H -0.028 -0.272 2.390  0.122
H -2.357 -1.087 -1.963  0.249


x | DFT (ωB97M-V/def2-TZVPD) results for a single C4H4O2 molecule.

Summary:
SMILES: C#CC(=O)CO
HOMO, eV: -10.013
Lowest unoccupied orbital energy, eV: -0.323

Each line ends with the natural charge from an NBO analysis.
Geometry (Å):
O -0.558 1.568 1.257  -0.696
C 0.596 0.839 0.916  -0.136
C 0.325 0.254 -0.495  0.465
O -0.473 0.847 -1.202  -0.487
C 0.114 -1.094 -0.959  -0.099
C -0.387 -2.141 -1.274  -0.171
H -1.233 1.362 0.592  0.487
H 0.763 0.009 1.613  0.187
H 1.456 1.520 1.007  0.210
H -0.602 -3.164 -1.455  0.240


y | DFT (ωB97M-V/def2-TZVPD) results for 2 unconnected molecules or ions with the total composition C4H4O2.

Summary:
HOMO, eV: -9.023
Lowest unoccupied orbital energy, eV: 0.147

Each line ends with the natural charge from an NBO analysis.
Geometry (Å):
O 2.348 0.562 0.082  -0.479
C 1.291 0.549 0.615  0.662
O 0.259 -0.273 0.147  -0.489
C -0.109 -0.715 -1.891  -0.271
C -0.930 -0.099 0.710  0.283
C -2.008 0.081 1.200  -0.290
H 0.953 1.120 1.490  0.144
H 0.595 0.105 -2.154  0.092
H 0.579 -1.582 -1.812  0.097
H -2.977 0.252 1.612  0.251


z | DFT (ωB97M-V/def2-TZVPD) results for a single C4H4O2 molecule.

Summary:
SMILES: O=C1C[C@H]2O[C@@H]12
HOMO, eV: -9.817
Lowest unoccupied orbital energy, eV: 0.970

Each line ends with the natural charge from an NBO analysis.
Geometry (Å):
O 1.104 -1.739 0.787  -0.527
C 0.394 -0.906 0.285  0.537
C 0.540 -0.045 -0.975  -0.541
C -0.335 0.972 -0.218  0.051
O -1.581 0.359 -0.102  -0.426
C -0.719 -0.125 0.868  -0.027
H 0.051 -0.491 -1.847  0.251
H 1.567 0.229 -1.219  0.244
H -0.005 1.557 0.614  0.227
H -1.016 0.046 1.908  0.212


Which is most stable, and by how much? z, by 24.1 kJ/mol.